(1)
Computed, not measured: an isolated ion of composition C41H41N2O4 and charge +1, with ωB97M-V/def2-TZVPD.

Results
- lowest unoccupied orbital energy (eV) = -3.944
- HOMO level (eV) = -10.21
- total energy (eV) = -54344.2152
- net charge = +1
- HOMO-LUMO gap (eV) = 6.267
- largest force on an atom (eV Å⁻¹) = 3.8

Each line ends with the Löwdin charge.
Geometry (Å):
C  -6.47109  4.37301  0.13576  -0.057
O  -5.92976  3.60077  -0.95751  -0.081
C  -4.96674  2.69080  -0.66508  -0.259
C  -4.36810  2.02906  -1.76640  0.006
C  -3.34051  1.14312  -1.55021  -0.034
C  -2.89529  0.85875  -0.23326  -0.233
C  -1.81218  -0.05775  -0.03758  -0.053
C  -1.25520  -0.33341  1.17417  -0.062
C  -0.01232  -1.17456  1.28371  -0.227
C  0.14664  -1.87367  2.66010  -0.161
C  1.34931  -2.48262  3.06242  -0.046
C  1.49574  -2.97627  4.34407  0.010
C  0.43794  -2.87173  5.27964  -0.263
O  0.70169  -3.26079  6.55455  -0.089
C  -0.32654  -3.18065  7.56864  -0.054
C  -0.80524  -2.36749  4.84954  0.000
C  -0.92817  -1.90022  3.54812  -0.027
C  1.17556  -0.36000  0.84391  -0.181
C  0.98351  0.51707  -0.35567  0.117
N  1.44856  0.29582  -1.59324  0.100
C  1.90015  -1.03243  -2.03197  -0.150
C  0.78166  -2.05836  -1.96868  -0.083
C  1.27565  -3.44929  -2.26823  -0.225
C  0.68025  -4.18601  -3.29605  -0.031
C  1.16169  -5.46004  -3.59576  -0.062
C  2.20375  -6.00986  -2.83658  -0.070
C  2.77994  -5.27546  -1.79247  -0.063
C  2.30878  -3.99168  -1.49654  -0.036
C  2.22703  -0.77725  -3.49149  -0.383
O  2.93679  -1.45455  -4.22276  0.117
N  1.56935  0.37585  -3.85224  -0.037
C  1.44603  0.75486  -5.24106  0.007
C  0.92724  1.09473  -2.75562  -0.143
C  1.28325  2.52351  -2.86021  -0.226
C  2.50298  3.15666  -2.69766  0.009
C  2.35212  4.49213  -3.17417  -0.003
C  1.06529  4.59983  -3.64110  -0.299
C  0.32814  5.69685  -4.24274  -0.011
O  0.40546  3.39266  -3.47151  0.069
C  1.47310  0.56321  2.05804  -0.184
C  2.52996  0.25680  2.91830  -0.044
C  2.47663  0.66813  4.25034  -0.055
C  1.43157  1.49681  4.67756  -0.064
C  0.52317  2.00516  3.74398  -0.054
C  0.57469  1.57562  2.41342  -0.044
C  -3.50288  1.51550  0.85965  -0.016
C  -4.54137  2.40755  0.65457  -0.007
H  -7.13732  5.08328  -0.35205  0.095
H  -7.03444  3.73083  0.82807  0.098
H  -5.67760  4.90252  0.68357  0.097
H  -4.73210  2.25568  -2.76132  0.122
H  -2.86332  0.63810  -2.39211  0.109
H  -1.40748  -0.51019  -0.94121  0.105
H  -1.73536  0.03036  2.07665  0.093
H  -0.18431  -2.02060  0.58795  0.139
H  2.19752  -2.55818  2.37793  0.114
H  2.42860  -3.42293  4.68527  0.125
H  0.19690  -3.45315  8.48732  0.094
H  -0.73955  -2.16488  7.65652  0.093
H  -1.13705  -3.89850  7.37363  0.099
H  -1.66340  -2.32827  5.52296  0.111
H  -1.90145  -1.51939  3.24130  0.111
H  2.03909  -1.01969  0.66127  0.145
H  0.54756  1.50754  -0.21755  0.154
H  2.80303  -1.33236  -1.48111  0.166
H  0.32925  -2.02763  -0.96850  0.089
H  0.00283  -1.75870  -2.69335  0.140
H  -0.13140  -3.72915  -3.86881  0.118
H  0.70884  -6.02519  -4.41131  0.110
H  2.57405  -7.01012  -3.06452  0.109
H  3.58680  -5.69698  -1.19102  0.109
H  2.74953  -3.39335  -0.69180  0.108
H  1.61793  -0.14016  -5.85015  0.104
H  0.44034  1.14649  -5.43292  0.104
H  2.19251  1.51180  -5.52273  0.108
H  -0.17572  0.98735  -2.81198  0.171
H  3.41161  2.70317  -2.28390  0.127
H  3.10892  5.27997  -3.18016  0.126
H  1.01570  6.53825  -4.38671  0.098
H  -0.09330  5.43050  -5.22272  0.100
H  -0.48815  6.04247  -3.59151  0.100
H  3.37292  -0.33994  2.55701  0.124
H  3.23339  0.31197  4.95445  0.117
H  1.31553  1.72124  5.73816  0.111
H  -0.24671  2.71938  4.05007  0.113
H  -0.07727  2.03866  1.66956  0.113
H  -3.16101  1.32220  1.87663  0.110
H  -5.01415  2.89739  1.50442  0.106

(2)
Computed, not measured: a 8-piece molecular cluster, C17H50N6O8 overall, with ωB97M-V/def2-TZVPD.

Results
- energy relative to the best compared isomer or geometry (same formula, charge and spin) (kcal/mol) = 76.17
- lowest unoccupied orbital energy (eV) = -0.146
- HOMO level (eV) = -9.17
- total energy (eV) = -43760.1869
- HOMO-LUMO gap (eV) = 9.027
- largest force on an atom (eV Å⁻¹) = 6.4

Each line ends with the Löwdin charge.
Geometry (Å):
N  0.87083  -5.75357  -1.17361  0.186
C  1.22322  -4.54477  -0.84279  -0.734
N  2.30471  -4.58019  -0.14653  0.203
O  0.54015  -3.55595  -1.01366  0.022
H  1.49858  -6.54061  -1.09231  0.118
H  0.04395  -5.91449  -1.73080  0.127
H  2.43711  -3.71997  0.36589  0.095
H  2.93138  -5.37015  -0.08860  0.135
N  1.35810  -1.98961  -3.72682  0.154
C  2.38623  -1.09026  -3.79027  -0.746
N  2.97203  -0.87621  -2.64017  0.164
O  2.64416  -0.43388  -4.77679  0.030
H  0.81370  -1.94245  -4.57624  0.106
H  1.06182  -2.24145  -2.79468  0.060
H  2.84038  -1.39830  -1.78566  0.092
H  3.47684  -0.01000  -2.51792  0.118
N  -1.30100  0.32277  0.07214  0.205
C  -0.02634  0.62738  0.04921  -0.795
N  0.67425  -0.42683  0.22406  0.191
O  0.50894  1.66725  -0.04259  0.080
H  -1.48792  -0.66374  -0.03723  0.061
H  -2.05456  0.99244  0.13359  0.113
H  1.58646  -0.19001  0.58722  0.072
H  0.31511  -1.36292  0.10221  0.074
C  2.87551  1.15535  2.75519  -0.039
C  3.54226  0.78638  1.46518  -0.497
C  4.83799  1.61663  1.24620  -0.041
O  4.10805  -0.47995  1.64943  -0.072
H  2.71811  2.23364  2.73019  0.083
H  3.58606  0.85367  3.52474  0.097
H  1.93520  0.62587  2.90873  0.066
H  2.93760  0.72226  0.56054  0.102
H  5.73565  1.25857  1.75029  0.082
H  4.90200  2.70056  1.34159  0.071
H  5.02888  1.58493  0.17352  0.068
H  3.43387  -1.06020  2.01052  0.042
C  -0.58663  5.60373  0.06435  -0.051
C  0.71484  5.26861  -0.63343  -0.471
C  1.79873  4.70286  0.23031  -0.074
O  0.47288  4.22314  -1.61835  -0.078
H  -0.68555  5.15959  1.05483  0.078
H  -1.39186  5.14450  -0.50908  0.060
H  -0.80892  6.67049  0.09071  0.072
H  1.05636  6.16157  -1.15698  0.130
H  1.41620  3.78728  0.68139  0.069
H  1.99253  5.38374  1.05913  0.075
H  2.74020  4.83084  -0.30387  0.087
H  0.52140  3.39019  -1.14355  0.026
C  -5.47734  1.90139  -1.85914  -0.041
C  -4.63720  3.15651  -2.16858  -0.549
C  -5.12132  4.50456  -1.72946  -0.050
O  -3.42602  2.87100  -1.54815  -0.059
H  -4.98552  0.96450  -2.12075  0.074
H  -6.43574  2.12137  -2.32943  0.076
H  -5.65421  1.81549  -0.78702  0.074
H  -4.49700  3.27999  -3.24245  0.132
H  -4.29428  5.19369  -1.90034  0.084
H  -5.39401  4.36844  -0.68294  0.088
H  -5.95845  4.69587  -2.40082  0.084
H  -2.81820  3.48356  -1.96877  0.083
C  -2.62058  -3.43687  1.64708  -0.051
C  -2.74197  -3.19051  0.12765  -0.465
C  -3.90911  -2.34174  -0.39829  -0.029
O  -1.54497  -2.49929  -0.06097  -0.136
H  -1.91181  -4.21894  1.91933  0.075
H  -3.62213  -3.66490  2.01178  0.068
H  -2.42539  -2.52854  2.21712  0.079
H  -2.68358  -4.16261  -0.36195  0.137
H  -3.69831  -2.22831  -1.46168  0.087
H  -3.99064  -1.36558  0.07978  0.077
H  -4.77567  -2.92247  -0.08216  0.079
H  -0.91392  -3.15128  -0.37446  0.021
C  0.89681  -2.43537  3.81870  -0.053
C  1.55191  -3.13427  2.60612  -0.329
O  2.93072  -3.02988  2.56165  -0.075
H  1.30487  -2.56242  4.82141  0.080
H  -0.14489  -2.75623  3.82186  0.061
H  0.72416  -1.36673  3.69098  0.058
H  1.18496  -2.80907  1.63262  0.083
H  1.26946  -4.18273  2.70132  0.112
H  3.32013  -3.69749  3.13109  0.107

Among the records above, which one has the highest HOMO-LUMO gap?
C17H50N6O8